H4N2O2 | ωB97M-V with the def2-TZVPD basis set

HOMO-LUMO gap (spin up / spin down) ... 9.64 / 8.58 eV
2S+1 ... 1
Energy ... -7134.2720 eV
F_max ... 2.8 eV/A
Total charge ... 0
Energy above the lowest of the compared OMol25 structures with the same formula, charge and spin ... 206.9 kJ/mol

Each line ends with the Mulliken charge.
Positions of all 8 atoms, in Å:
N1 -1.304 -1.000 0.305  -0.2694
N2 1.024 0.846 -0.129  0.0405
O1 -0.524 -0.023 0.760  -0.3756
O2 1.281 0.737 -1.333  -0.4475
H1 -0.917 -1.996 0.116  0.2591
H2 -1.891 -0.741 -0.507  0.2548
H3 0.868 1.839 0.143  0.2545
H4 1.462 0.339 0.644  0.2835